Record 1
Below is a cluster of 6 separate species, C7H24O6 in total at a distorted geometry, with properties calculated with ωB97M-V/def2-TZVPD.

Last column: Mulliken charge in e.
Atoms and positions in Å:
C 0.72 -1.81 1.70  -1.40
C 1.54 -0.85 1.27  0.98
C 2.70 -0.20 2.09  -1.51
C 1.30 -0.15 -0.06  1.33
C 1.45 1.48 -0.05  -1.11
C 0.37 2.33 0.71  -0.46
C -1.05 2.30 0.22  -0.15
O -1.25 1.95 -1.08  -0.51
H 0.11 -2.26 0.95  0.39
H 0.88 -2.36 2.63  0.36
H 2.47 0.20 3.05  0.34
H 3.53 -0.92 2.34  0.41
H 3.32 0.56 1.53  0.27
H 0.30 -0.29 -0.59  -1.26
H 2.05 -0.64 -0.78  0.16
H 1.45 1.82 -1.19  0.26
H 2.48 1.68 0.26  0.69
H 0.93 3.43 0.53  0.22
H 0.39 2.15 1.81  0.27
H -1.46 3.35 0.35  0.32
H -1.72 1.70 0.98  0.08
H -0.96 0.99 -1.15  0.21
O -3.11 0.67 -2.26  -0.70
H -3.33 1.48 -1.94  0.31
H -2.39 0.95 -2.89  0.34
O 0.30 -0.22 -2.79  -0.64
H -0.19 -1.11 -2.54  0.42
H 1.21 -0.46 -2.56  0.37
O 0.15 -2.76 -1.76  -0.71
H 0.68 -3.02 -1.04  0.31
H -0.62 -2.40 -1.35  0.43
O -2.44 -1.77 1.81  -0.74
H -1.56 -1.65 2.13  0.35
H -2.75 -0.89 1.75  0.30
O -1.45 -1.07 -0.67  -0.49
H -2.00 -0.64 -1.29  0.22
H -2.05 -1.57 -0.11  0.35

As for the HOMO energy: -0.3546 hartree. As for the LUMO energy: 0.45 eV. The value obtained for the calculated total energy is -19930.592 eV. The energy relative to the best compared isomer or geometry (same formula, charge and spin) is 3.0835 eV.

***

Record 2
Below is a structure of composition C7H25LiN10O8 at a distorted geometry, with properties calculated with ωB97M-V/def2-TZVPD.

Last column: Mulliken charge in e.
Atoms and positions in Å:
Li 0.39 0.41 -1.13  1.03
C -3.52 0.18 -0.11  -1.29
C -2.03 0.28 -0.49  0.81
O -1.16 -0.24 0.15  -0.76
O -1.80 0.83 -1.59  -0.97
H -3.53 -0.33 0.85  0.28
H -4.01 -0.41 -0.89  0.35
H -4.01 1.16 -0.11  0.26
C 2.23 -2.03 -1.03  0.62
O 1.20 -1.43 -1.15  -0.51
N 3.06 -2.32 -1.98  -0.42
N 2.71 -2.46 0.11  -0.41
H 3.98 -2.69 -1.77  0.14
H 2.80 -2.31 -2.96  0.22
H 3.51 -3.06 0.21  0.16
H 2.14 -2.28 0.93  0.10
C -1.84 3.09 2.27  0.52
O -1.96 4.19 2.71  -0.68
N -1.45 2.92 1.05  -0.27
N -1.98 1.91 2.85  -0.26
H -1.69 3.68 0.42  0.22
H -1.32 2.08 0.50  0.31
H -1.87 1.11 2.25  0.16
H -2.28 1.87 3.81  0.18
C 2.68 1.90 0.85  0.52
O 1.77 1.28 0.31  -0.36
N 3.67 1.20 1.36  -0.46
N 2.80 3.20 1.09  -0.48
H 4.19 1.72 2.05  0.17
H 3.50 0.21 1.29  0.21
H 3.69 3.55 1.42  0.18
H 2.13 3.67 0.49  0.29
C -2.09 -2.28 -3.52  0.64
O -1.86 -3.36 -3.94  -0.68
N -1.30 -1.26 -3.27  -0.22
N -3.33 -1.86 -3.34  -0.40
H -0.31 -1.40 -3.43  0.13
H -1.74 -0.46 -2.85  0.16
H -4.03 -2.56 -3.54  0.21
H -3.51 -0.92 -3.03  0.19
C 0.40 -1.74 3.15  0.58
O 0.95 -2.45 3.95  -0.75
N 1.02 -0.77 2.46  -0.20
N -0.74 -1.92 2.72  -0.27
H 2.01 -0.67 2.63  0.14
H 0.55 -0.43 1.64  0.25
H -1.21 -2.79 2.94  0.22
H -1.08 -1.38 1.94  0.20
O 1.20 1.66 -2.46  -0.50
H 1.06 1.55 -3.41  0.23
H 2.02 2.15 -2.39  0.21

As for the HOMO energy: -0.3395 hartree. As for the LUMO energy: -0.48 eV. The value obtained for the calculated total energy is -39156.664 eV.

***

Record 3
Below is a cluster of 7 separate species, C7H26ClN10O11 in total at a distorted geometry, with properties calculated with ωB97M-V/def2-TZVPD.

Last column: Mulliken charge in e.
Atoms and positions in Å:
Cl 0.15 -1.29 0.99  1.55
O -1.11 -1.76 1.37  -0.65
O 0.38 -0.31 1.91  -0.80
O 1.16 -2.31 1.01  -0.70
O 0.08 -0.74 -0.35  -0.45
C 4.02 -2.42 -1.03  0.52
O 4.92 -2.56 -1.82  -0.74
N 4.09 -2.93 0.14  -0.32
N 2.98 -1.67 -1.21  -0.32
H 3.33 -2.72 0.78  0.22
H 5.00 -3.29 0.36  0.20
H 2.76 -1.60 -2.19  0.20
H 2.35 -1.58 -0.42  0.23
C 3.76 -0.32 4.19  0.72
O 4.77 -0.56 4.93  -0.74
N 2.78 -1.12 3.96  -0.20
N 3.35 0.80 3.73  -0.36
H 2.02 -0.63 3.50  0.04
H 2.64 -2.04 4.35  0.15
H 4.01 1.49 4.08  0.19
H 2.57 0.88 3.10  0.23
C 0.79 2.97 -2.62  0.58
O 1.63 3.81 -2.63  -0.75
N -0.41 2.95 -2.96  -0.26
N 1.11 1.82 -2.21  -0.31
H -0.90 3.82 -3.14  0.22
H -0.93 2.11 -2.74  0.11
H 0.42 1.13 -1.95  0.20
H 1.98 1.85 -1.70  0.20
C -1.80 -4.72 -0.30  0.58
O -2.57 -5.63 -0.32  -0.68
N -2.13 -3.51 -0.60  -0.29
N -0.51 -4.74 -0.01  -0.33
H -1.43 -2.80 -0.42  0.12
H -3.09 -3.22 -0.48  0.20
H -0.11 -5.55 0.45  0.22
H -0.13 -3.83 0.19  0.27
C -3.07 0.57 -2.48  0.70
O -2.00 0.44 -3.11  -0.76
N -4.20 1.17 -2.97  -0.47
N -3.07 0.36 -1.27  -0.14
H -4.17 1.34 -3.97  0.24
H -5.03 1.14 -2.40  0.16
H -2.16 0.16 -0.88  0.05
H -3.93 0.49 -0.75  0.19
C -2.34 2.74 0.73  0.01
C -2.31 4.23 1.05  -0.83
O -2.04 5.08 -0.09  -0.56
O -1.05 2.25 0.52  -0.31
H -2.99 2.60 -0.13  0.11
H -2.67 2.32 1.69  0.39
H -1.53 4.36 1.80  0.33
H -3.19 4.63 1.57  0.39
H -1.11 4.96 -0.30  0.32
H -1.07 1.45 1.05  0.16

As for the HOMO energy: -0.2565 hartree. As for the LUMO energy: 1.99 eV. Its total charge is -1. The value obtained for the calculated total energy is -57622.789 eV. The energy relative to the best compared isomer or geometry (same formula, charge and spin) is 4.5268 eV.

***

Record 4
Below is a cluster of 7 separate species, C7H26FN12O10P in total at a distorted geometry, with properties calculated with ωB97M-V/def2-TZVPD.

Last column: Mulliken charge in e.
Atoms and positions in Å:
O -5.28 -3.43 3.68  -0.59
P -4.85 -2.83 2.39  0.64
O -6.10 -2.14 1.49  -0.28
C -7.27 -2.03 2.19  0.63
O -7.59 -1.03 2.69  -0.43
O -8.12 -3.16 2.22  -0.15
F -8.09 -3.68 3.50  -0.07
H -3.91 -1.79 2.63  0.18
H -4.21 -3.79 1.55  0.05
N -0.40 -1.56 4.68  -0.38
C -0.86 -1.77 3.42  0.58
N 0.07 -1.66 2.44  -0.30
O -2.03 -2.05 3.19  -0.64
H 0.56 -1.33 4.89  0.17
H -1.06 -1.64 5.43  0.22
H -0.23 -1.81 1.49  0.16
H 1.03 -1.43 2.62  0.14
N 3.11 -2.90 0.71  -0.32
C 2.15 -3.82 0.42  0.67
N 2.48 -5.10 0.76  -0.41
O 1.09 -3.52 -0.10  -0.65
H 3.99 -3.13 1.14  0.14
H 2.92 -1.94 0.48  0.22
H 1.80 -5.82 0.56  0.23
H 3.35 -5.36 1.19  0.15
N 3.33 0.09 -3.21  -0.24
C 3.58 -1.00 -2.44  0.69
N 3.68 -2.18 -3.11  -0.36
O 3.70 -0.93 -1.22  -0.69
H 3.23 0.04 -4.21  0.10
H 3.25 0.98 -2.75  0.13
H 3.86 -3.01 -2.57  0.21
H 3.58 -2.25 -4.11  0.15
N 5.34 3.66 -1.29  -0.41
C 4.87 3.45 -2.55  0.68
N 5.80 3.57 -3.53  -0.32
O 3.70 3.17 -2.77  -0.72
H 6.30 3.89 -1.08  0.15
H 4.69 3.58 -0.53  0.23
H 5.49 3.42 -4.48  0.22
H 6.76 3.79 -3.36  0.15
N -7.62 1.80 4.29  -0.34
C -6.45 2.04 4.96  0.61
N -6.52 3.06 5.87  -0.39
O -5.43 1.41 4.76  -0.62
H -8.46 2.31 4.45  0.15
H -7.61 1.05 3.61  0.27
H -5.69 3.28 6.38  0.22
H -7.36 3.59 6.04  0.15
N 2.48 2.59 -6.61  -0.40
C 3.20 3.75 -6.56  0.76
N 2.45 4.88 -6.63  -0.40
O 4.41 3.76 -6.47  -0.70
H 1.48 2.56 -6.69  0.16
H 2.99 1.73 -6.56  0.19
H 2.94 5.76 -6.60  0.22
H 1.45 4.88 -6.71  0.16

As for the HOMO energy: -0.3490 hartree. As for the LUMO energy: 0.42 eV. The value obtained for the calculated total energy is -58046.141 eV. The energy relative to the best compared isomer or geometry (same formula, charge and spin) is 0.7053 eV.

***

Record 5
Below is a structure of composition C7H26N10O7Zn at a distorted geometry, with properties calculated with ωB97M-V/def2-TZVPD.

Last column: Mulliken charge in e.
Atoms and positions in Å:
Zn -0.16 -0.05 0.32  1.51
C -3.66 -3.22 1.40  0.63
O -2.90 -2.28 1.43  -0.62
N -3.35 -4.38 1.88  -0.39
N -4.77 -3.31 0.70  -0.37
H -2.43 -4.40 2.30  0.23
H -3.78 -5.23 1.54  0.20
H -5.27 -2.45 0.51  0.22
H -5.27 -4.18 0.55  0.18
C 3.57 -2.35 2.65  0.59
O 2.70 -1.85 1.93  -0.59
N 4.74 -2.98 2.23  -0.39
N 3.53 -2.20 3.97  -0.36
H 5.48 -3.14 2.91  0.20
H 4.82 -3.04 1.23  0.23
H 4.31 -2.32 4.60  0.18
H 2.72 -1.85 4.47  0.20
C -0.28 2.31 4.56  0.65
O -0.34 1.57 3.71  -0.54
N -1.31 2.93 5.15  -0.44
N 0.72 2.47 5.27  -0.38
H -2.30 2.81 5.00  0.20
H -0.90 3.66 5.71  0.18
H 0.61 2.74 6.24  0.21
H 1.57 2.41 4.73  0.22
C 0.29 -3.14 -3.57  0.67
O 0.08 -2.48 -2.53  -0.65
N 0.91 -4.21 -3.76  -0.33
N -0.14 -2.75 -4.73  -0.39
H 0.92 -4.86 -2.98  0.23
H 1.21 -4.49 -4.68  0.20
H -0.60 -1.84 -4.71  0.19
H -0.07 -3.20 -5.63  0.18
C 2.73 3.56 -0.97  0.70
O 2.05 2.58 -0.69  -0.64
N 3.76 3.90 -0.34  -0.34
N 2.62 4.25 -2.06  -0.33
H 4.07 3.38 0.47  0.21
H 4.22 4.74 -0.65  0.16
H 1.85 4.18 -2.71  0.21
H 3.40 4.88 -2.17  0.14
C -2.47 2.38 -4.19  -0.33
C -2.95 2.53 -2.67  -0.56
O -2.39 1.65 -1.64  -0.48
O -1.09 2.56 -4.33  -0.52
H -3.07 3.07 -4.78  0.32
H -2.64 1.39 -4.59  0.27
H -4.03 2.49 -2.52  0.39
H -2.83 3.55 -2.31  0.33
H -3.11 1.54 -1.01  0.30
H -0.79 2.67 -5.23  0.31

As for the HOMO energy: -0.5301 hartree. As for the LUMO energy: -11.35 eV. Its total charge is +2. The value obtained for the calculated total energy is -85312.206 eV. The energy relative to the best compared isomer or geometry (same formula, charge and spin) is 14.0641 eV.

***

Record 6
Below is a cluster of 9 separate species, C7H26O10S in total at a distorted geometry, with properties calculated with ωB97M-V/def2-TZVPD.

Last column: Mulliken charge in e.
Atoms and positions in Å:
C 2.35 -1.91 -0.73  -0.21
C 2.75 -0.89 -1.28  -0.19
C 3.35 0.45 -1.84  -0.61
C 2.41 1.76 -1.73  -0.69
C 1.36 1.72 -0.56  -0.41
C -0.10 1.30 -1.00  0.57
S -0.64 -0.02 0.16  -0.20
O -0.26 0.98 -2.39  -0.30
C -1.45 0.31 -2.67  0.02
O -2.55 0.64 -2.31  -0.47
H 1.68 -2.77 -0.52  0.45
H 4.29 0.67 -1.24  0.28
H 3.70 0.35 -2.91  0.32
H 1.98 1.98 -2.74  0.31
H 3.11 2.62 -1.49  0.31
H 1.66 1.07 0.31  0.08
H 1.29 2.77 -0.14  0.31
H -0.79 2.19 -0.79  0.00
H -0.16 0.34 1.40  0.17
H -1.35 -0.60 -3.34  0.39
O 1.68 0.07 2.37  -0.59
H 2.44 -0.53 2.33  0.28
H 1.47 0.12 3.31  0.25
O -0.47 -3.37 -2.13  -0.60
H -0.67 -3.19 -3.06  0.32
H -0.47 -2.49 -1.72  0.26
O -2.92 0.39 2.82  -0.61
H -3.00 1.35 2.91  0.31
H -2.94 0.25 1.86  0.29
O -0.83 4.57 -0.57  -0.58
H -1.71 4.32 -0.85  0.31
H -0.64 5.37 -1.06  0.27
O 0.96 -2.87 1.94  -0.63
H 0.08 -3.13 1.67  0.38
H 1.13 -2.07 1.45  0.19
O -0.19 -5.31 3.62  -0.63
H -1.07 -5.57 3.35  0.31
H -0.02 -4.49 3.13  0.34
O -3.26 -2.36 -1.07  -0.56
H -4.14 -2.61 -1.35  0.26
H -3.08 -1.55 -1.57  0.28
O -1.92 3.13 2.67  -0.58
H -1.90 3.55 3.54  0.29
H -1.16 3.51 2.21  0.30

As for the HOMO energy: -0.3322 hartree. As for the LUMO energy: 0.10 eV. The value obtained for the calculated total energy is -38987.380 eV.

***

> What is the formula in the third record?

C7H26ClN10O11

***

> What is the HOMO energy in the fourth record?

-0.3490 hartree